# 1
Formula: C21H20F6N5O4RhS2
Source: OMol25
Level of theory: wB97M-V/def2-TZVPD

```
59
C21H20F6N5O4RhS2 (wB97M-V/def2-TZVPD)
Rh -0.03512 -0.08299 0.10432
C -0.46952 2.67472 1.16778
C 0.42113 2.42453 2.36797
C 0.16229 1.10016 3.02637
C 0.13481 1.02253 4.41037
C -0.07547 -0.19092 5.03879
C -0.25564 -1.31655 4.25505
C -0.21126 -1.17793 2.88464
N -0.00672 0.00119 2.26857
N 0.02804 2.01706 -0.06280
C -0.90574 2.31387 -1.18453
C -0.65339 1.34861 -2.30960
C -1.15387 1.50740 -3.58569
C -0.83792 0.55386 -4.54261
C -0.02386 -0.51796 -4.20110
C 0.41962 -0.62433 -2.90001
N 0.11844 0.30209 -1.97849
C 1.41416 2.43865 -0.43036
C 2.44188 1.40165 -0.07708
C 3.80450 1.64051 -0.10877
C 4.67371 0.59634 0.16328
C 4.16358 -0.66095 0.46715
C 2.79675 -0.83188 0.48973
N 1.96890 0.19007 0.22389
H -1.47172 2.28803 1.35556
H -0.55187 3.74912 0.97705
H 1.48068 2.48508 2.10495
H 0.24565 3.21808 3.09199
H 0.27601 1.92526 4.98847
H -0.09479 -0.25556 6.11840
H -0.42904 -2.29233 4.68531
H -0.32621 -2.05079 2.26664
H -1.93259 2.22453 -0.82678
H -0.75553 3.34519 -1.51702
H -1.77956 2.35693 -3.82479
H -1.22760 0.64618 -5.54769
H 0.25027 -1.27036 -4.92622
H 1.04114 -1.44689 -2.57398
H 1.45803 2.58934 -1.50987
H 1.64116 3.40055 0.03311
H 4.17484 2.62836 -0.34806
H 5.74252 0.76089 0.13781
H 4.81384 -1.49587 0.68400
H 2.33692 -1.78323 0.72407
F -2.42083 -1.13559 -2.38555
C -3.56290 -1.14510 -1.67889
F -4.28361 -2.18283 -2.03508
F -4.21708 -0.01767 -1.90268
S -3.12485 -1.25725 0.11035
O -2.12312 -0.17117 0.31789
O -4.31959 -1.08007 0.83999
N -2.50779 -2.67977 0.26145
S -1.03653 -3.16383 0.12264
O -0.15389 -2.10803 -0.46098
O -0.52216 -3.82081 1.27435
C -1.12366 -4.39727 -1.26894
F -2.17172 -5.16639 -1.09773
F -0.01208 -5.10409 -1.26665
F -1.23159 -3.72240 -2.40997
```

Properties
energy above the lowest of the compared OMol25 structures with the same formula, charge and spin = 0.0 kJ/mol
molar mass = 687.45 g mol⁻¹
charge = +2
lowest unoccupied orbital energy = -6.933 eV

Atomic charges from the Löwdin analysis, expressed in e, are listed below:
1 Rh 1.24
2 C -0.14
3 C -0.09
4 C -0.24
5 C 0.02
6 C 0.00
7 C 0.00
8 C -0.08
9 N 0.02
10 N -0.22
11 C -0.08
12 C -0.25
13 C 0.02
14 C 0.01
15 C -0.01
16 C -0.08
17 N 0.01
18 C -0.07
19 C -0.24
20 C 0.03
21 C 0.01
22 C 0.00
23 C -0.06
24 N -0.02
25 H 0.14
26 H 0.15
27 H 0.12
28 H 0.14
29 H 0.13
30 H 0.13
31 H 0.13
32 H 0.06
33 H 0.14
34 H 0.16
35 H 0.14
36 H 0.13
37 H 0.13
38 H 0.13
39 H 0.15
40 H 0.15
41 H 0.14
42 H 0.13
43 H 0.13
44 H 0.13
45 F 0.12
46 C -0.67
47 F 0.20
48 F 0.18
49 S 0.67
50 O -0.40
51 O -0.18
52 N -0.26
53 S 0.68
54 O -0.43
55 O -0.23
56 C -0.68
57 F 0.20
58 F 0.19
59 F 0.15



# 2
Formula: C21H20CoF2N3O2S6
Source: OMol25
Level of theory: wB97M-V/def2-TZVPD

```
55
C21H20CoF2N3O2S6 (wB97M-V/def2-TZVPD)
Co 0.92408 0.63244 0.01289
F -0.61192 0.32904 5.22099
C 0.40128 0.38144 4.32519
C 0.10618 0.41034 2.97549
C 1.11718 0.43044 2.02409
C 2.46338 0.41994 2.46549
C 2.71258 0.42434 3.84009
F 3.97448 0.45084 4.33929
C 1.70368 0.40014 4.78299
C 3.49628 0.40774 1.42239
C 4.87378 0.40304 1.66099
C 5.75748 0.40104 0.59929
C 5.26138 0.39644 -0.69511
C 3.88808 0.39004 -0.85901
N 3.04028 0.39414 0.15709
H -0.93202 0.41774 2.68069
H 1.93788 0.39774 5.83459
H 5.25708 0.40474 2.66539
H 6.82298 0.39834 0.77979
H 5.91398 0.39664 -1.55371
H 3.44958 0.37604 -1.84991
O 1.10988 5.53754 -4.91611
C 1.08598 4.68314 -4.08341
S 1.38598 4.96914 -2.36281
C 1.19058 3.31274 -1.80781
C 0.91248 2.37294 -2.78101
S 0.76978 0.71294 -2.52811
S 0.73968 2.98114 -4.42461
S 1.38098 3.02944 -0.14981
O 0.50898 -1.42776 -0.31611
S 0.31818 -2.34726 -1.47151
C -1.37592 -1.99416 -2.10531
C -2.32082 -2.73326 -1.17891
C -1.72182 -4.12676 -1.00841
C -0.25902 -3.91656 -0.65711
H -1.41102 -2.36586 -3.12721
H -1.50342 -0.91496 -2.10381
H -3.33282 -2.77116 -1.58481
H -2.34552 -2.21556 -0.21611
H -1.80512 -4.68116 -1.94581
H -2.23492 -4.69286 -0.23061
H 0.37738 -4.73496 -0.98151
H -0.10322 -3.73576 0.40449
S -1.64722 1.63434 -0.23181
C -3.14412 0.92814 -0.17341
N -4.04532 0.97664 -1.18241
C -5.36282 0.54664 -0.76331
C -5.08592 -0.08146 0.61939
N -3.69042 0.23824 0.84649
H -3.91242 1.60074 -1.95891
H -5.77032 -0.17906 -1.47271
H -6.05672 1.39244 -0.69481
H -5.22802 -1.16766 0.60779
H -5.72412 0.34084 1.40169
H -3.25652 0.16664 1.74969
```

Properties
multiplicity = 5
energy above the lowest of the compared OMol25 structures with the same formula, charge and spin = 6.8 kJ/mol
molar mass = 635.74 g mol⁻¹
lowest unoccupied orbital energy (spin up / spin down) = 0.112 / -1.421 eV

Atomic charges from the Löwdin analysis, expressed in e, are listed below:
1 Co 0.22
2 F 0.05
3 C -0.28
4 C -0.06
5 C -0.14
6 C -0.13
7 C -0.21
8 F 0.05
9 C 0.05
10 C -0.19
11 C 0.01
12 C -0.06
13 C -0.05
14 C -0.13
15 N 0.02
16 H 0.07
17 H 0.13
18 H 0.10
19 H 0.11
20 H 0.10
21 H 0.08
22 O -0.04
23 C -1.03
24 S 0.97
25 C -1.13
26 C -1.13
27 S 0.63
28 S 0.97
29 S 0.68
30 O -0.62
31 S 0.94
32 C -0.32
33 C -0.25
34 C -0.24
35 C -0.28
36 H 0.10
37 H 0.04
38 H 0.11
39 H 0.11
40 H 0.11
41 H 0.12
42 H 0.08
43 H 0.10
44 S 0.71
45 C -0.86
46 N 0.01
47 C -0.14
48 C -0.14
49 N 0.02
50 H 0.14
51 H 0.11
52 H 0.12
53 H 0.11
54 H 0.12
55 H 0.14



# 3
Formula: C8H12N4
Source: OMol25
Level of theory: wB97M-V/def2-TZVPD

```
24
C8H12N4 (wB97M-V/def2-TZVPD)
C -1.45749 -0.43642 3.54458
C -2.38503 1.47706 3.98668
C -0.53085 -0.26250 0.36309
C -0.61058 1.06076 0.45597
C 0.74805 0.96331 -0.33841
C 0.37233 -0.57551 -0.81675
C 1.30970 -1.82685 -0.72464
C -0.27001 -0.54347 -2.21460
N -2.63729 -0.61943 4.10186
N -3.18253 0.51849 4.46001
N -0.31413 1.63192 2.84718
N -1.26641 0.94753 3.34086
H -0.69324 -1.22920 3.55940
H -2.50273 2.50694 4.22850
H -1.09368 2.00344 0.28577
H -0.31799 1.42137 1.74069
H 0.67297 1.66686 -1.32296
H 1.67249 1.06608 0.16635
H 1.52574 -2.16092 0.34629
H 2.26835 -1.60294 -1.30029
H 1.03257 -2.71607 -1.19210
H -1.08971 0.12295 -2.13005
H -0.36567 -1.63480 -2.61604
H 0.46161 -0.19545 -2.93433
```

Properties
energy above the lowest of the compared OMol25 structures with the same formula, charge and spin = 1088.8 kJ/mol
molar mass = 164.21 g mol⁻¹
lowest unoccupied orbital energy (spin up / spin down) = -0.627 / -1.409 eV

Atomic charges from the Löwdin analysis, expressed in e, are listed below:
1 C -0.13
2 C -0.13
3 C 0.08
4 C -0.16
5 C -0.06
6 C -0.45
7 C -0.05
8 C -0.05
9 N -0.04
10 N -0.01
11 N 0.13
12 N -0.21
13 H 0.12
14 H 0.10
15 H 0.14
16 H -0.03
17 H 0.16
18 H 0.09
19 H 0.10
20 H 0.10
21 H 0.03
22 H 0.07
23 H 0.12
24 H 0.07